# 1
{
  "formula": "C19H23FN4O2S",
  "method": "ωB97M-V with the def2-TZVPD basis set",
  "elements": ["S", "F", "O", "O", "N", "N", "N", "N", "C", "C", "C", "C", "C", "C", "C", "C", "C", "C", "C", "C", "C", "C", "C", "C", "C", "C", "C", "H", "H", "H", "H", "H", "H", "H", "H", "H", "H", "H", "H", "H", "H", "H", "H", "H", "H", "H", "H", "H", "H", "H"],
  "coordinates": [[-0.767, -0.987, 3.473], [2.960, -3.376, -5.298], [-5.405, -1.817, 2.150], [2.626, 0.282, 3.618], [1.783, -0.259, 1.604], [2.521, 0.200, -1.108], [-2.251, 0.701, 2.059], [-3.263, -1.300, 2.686], [1.497, -1.424, -2.625], [3.087, -0.661, 1.112], [-4.523, 0.291, 1.470], [2.845, -2.512, -4.264], [-3.419, 1.085, 1.469], [-2.222, -0.447, 2.653], [-2.325, 1.639, -1.328], [3.518, 0.235, -0.058], [-3.525, 2.340, -0.706], [2.611, -0.740, -2.127], [-4.510, -1.007, 2.090], [1.240, 0.614, -0.591], [0.766, -0.270, 0.578], [-3.400, 2.435, 0.819], [1.669, 0.178, 2.875], [3.969, -1.850, -3.803], [1.609, -2.300, -3.688], [0.273, 0.509, 3.383], [3.846, -0.969, -2.750], [1.357, 1.639, -0.220], [0.500, 0.625, -1.390], [3.794, -0.586, 1.939], [-2.467, 2.935, 1.080], [0.630, -1.302, 0.232], [4.923, -2.018, -4.276], [-0.184, 0.106, 0.951], [-2.234, 0.626, -0.940], [-5.446, 0.607, 1.013], [4.722, -0.433, -2.423], [0.744, -2.825, -4.064], [-4.437, 1.798, -0.961], [-0.272, 1.221, 2.765], [-2.431, 1.587, -2.408], [-4.233, 3.024, 1.208], [3.029, -1.701, 0.770], [0.521, -1.287, -2.188], [0.377, 0.888, 4.400], [3.617, 1.268, 0.292], [-3.183, -2.189, 3.167], [-3.608, 3.349, -1.114], [-1.411, 2.182, -1.096], [4.483, -0.102, -0.427]],
  "e_above_lowest_kj_mol": 49.3,
  "e_tot_ev": -43685.5772,
  "gap_ev": 8.152
}



# 2
{
  "formula": "C6H15N2",
  "method": "ωB97M-V with the def2-TZVPD basis set",
  "elements": ["N", "N", "C", "C", "C", "C", "C", "C", "H", "H", "H", "H", "H", "H", "H", "H", "H", "H", "H", "H", "H", "H", "H"],
  "coordinates": [[-0.286, 0.730, -0.549], [-3.876, -0.134, 0.676], [-0.288, 1.941, -0.249], [0.899, -0.135, -0.364], [0.863, -1.345, -1.265], [-2.729, -0.562, 0.856], [2.227, 0.636, -0.518], [0.802, -0.697, 1.078], [-1.166, 0.254, -1.233], [1.165, -2.098, -0.611], [-0.897, 2.736, -0.679], [2.636, 1.133, 0.375], [-2.046, -0.176, 1.793], [0.383, -0.042, 1.891], [3.008, -0.156, -0.705], [1.487, -1.315, -2.183], [2.021, 1.453, -1.199], [-2.660, -1.497, 0.387], [0.500, 2.487, 0.402], [-3.909, 0.723, 1.155], [0.198, -1.497, 1.071], [1.817, -0.972, 1.406], [-0.150, -1.468, -1.535]],
  "e_above_lowest_kj_mol": 477.0,
  "e_tot_ev": -9435.0286,
  "gap_ev": 8.717,
  "total_charge": 1
}



# 3
{
  "formula": "C13H27N2O9",
  "method": "ωB97M-V with the def2-TZVPD basis set",
  "elements": ["O", "O", "O", "O", "O", "O", "O", "O", "O", "N", "N", "C", "C", "C", "C", "C", "C", "C", "C", "C", "C", "C", "C", "C", "H", "H", "H", "H", "H", "H", "H", "H", "H", "H", "H", "H", "H", "H", "H", "H", "H", "H", "H", "H", "H", "H", "H", "H", "H", "H", "H"],
  "coordinates": [[2.107, -2.612, 2.588], [-1.236, 0.020, -1.682], [2.440, -0.374, 2.645], [1.438, -0.636, -0.968], [-4.526, 3.426, 1.047], [-3.587, 3.400, -1.017], [3.861, -1.857, 3.596], [-1.445, -0.463, -3.880], [-4.070, 5.302, -0.117], [3.728, -2.279, -2.417], [-1.207, -2.694, -1.089], [4.111, -0.121, 5.298], [-4.122, 3.963, 0.043], [-4.873, 1.349, -1.356], [-1.196, -0.736, -2.682], [2.747, -1.506, 2.921], [-4.573, 6.041, 0.991], [1.553, -1.001, -2.351], [4.665, -0.756, 4.040], [-0.718, -2.196, -2.389], [0.814, -2.325, -2.488], [3.020, -1.040, -2.784], [0.939, -2.426, 1.759], [-3.526, 1.942, -1.018], [5.644, -1.198, 4.222], [1.070, -2.787, -3.455], [3.506, -0.182, -2.299], [4.025, -2.796, -3.234], [0.175, -1.881, 2.312], [4.564, -2.062, -1.892], [-1.154, -2.792, -3.200], [3.996, -0.871, 6.082], [3.144, 0.338, 5.100], [1.175, -1.899, 0.838], [-4.367, 7.084, 0.762], [-5.646, 5.886, 1.106], [-2.112, -3.135, -1.214], [3.069, -0.873, -3.867], [1.105, 0.266, -0.903], [0.595, -3.429, 1.527], [4.748, -0.026, 3.236], [1.047, -0.258, -2.984], [-4.075, 5.748, 1.914], [1.181, -2.997, -1.705], [4.795, 0.650, 5.655], [-3.162, 1.611, -0.048], [-2.770, 1.682, -1.752], [-5.618, 1.574, -0.592], [-5.221, 1.724, -2.319], [-1.371, -1.852, -0.536], [-4.762, 0.267, -1.434]],
  "e_tot_ev": -35328.9927,
  "gap_ev": 7.280,
  "total_charge": -1
}



# 4
{
  "formula": "C3H9NS2",
  "method": "ωB97M-V with the def2-TZVPD basis set",
  "elements": ["S", "S", "N", "C", "C", "C", "H", "H", "H", "H", "H", "H", "H", "H", "H"],
  "coordinates": [[1.992, 0.511, 1.323], [0.904, -1.064, 0.438], [-2.891, -1.058, 0.425], [-0.464, -0.469, -0.508], [3.092, 1.145, 0.007], [-1.758, -0.116, 0.207], [-0.560, -1.345, -1.260], [-0.130, 0.390, -1.023], [-3.388, -0.974, -0.523], [3.123, 0.475, -0.786], [-1.543, 0.419, 1.174], [-2.220, 0.796, -0.115], [-2.687, -2.144, 0.439], [4.097, 1.464, 0.425], [2.434, 1.970, -0.223]],
  "e_above_lowest_kj_mol": 146.6,
  "e_tot_ev": -26416.1573,
  "gap_ev": 9.561
}



# 5
{
  "formula": "C18H48O6",
  "method": "ωB97M-V with the def2-TZVPD basis set",
  "elements": ["O", "O", "O", "O", "O", "O", "C", "C", "C", "C", "C", "C", "C", "C", "C", "C", "C", "C", "C", "C", "C", "C", "C", "C", "H", "H", "H", "H", "H", "H", "H", "H", "H", "H", "H", "H", "H", "H", "H", "H", "H", "H", "H", "H", "H", "H", "H", "H", "H", "H", "H", "H", "H", "H", "H", "H", "H", "H", "H", "H", "H", "H", "H", "H", "H", "H", "H", "H", "H", "H", "H", "H"],
  "coordinates": [[4.925, -1.107, -2.934], [1.000, 4.278, 4.623], [-1.572, -2.171, -2.046], [-2.418, -2.452, 2.742], [-1.328, -1.151, 0.436], [0.578, 5.616, -1.037], [1.598, 1.993, 4.589], [0.326, 4.238, -0.859], [-2.415, -4.379, 1.436], [-0.349, 0.852, 1.038], [-2.707, -1.630, -2.739], [-0.133, -0.681, 0.866], [2.878, -2.385, -3.170], [-0.679, -3.848, 3.257], [-3.835, -1.306, -1.683], [0.464, 2.962, 4.229], [-2.183, -0.320, -3.269], [-2.096, -3.772, 2.822], [3.665, -0.621, -4.861], [3.563, -1.034, -3.386], [-0.646, 3.718, -2.017], [-0.855, 2.679, 5.012], [1.757, 3.558, -0.927], [0.935, -1.078, -0.088], [-1.385, -2.937, -2.594], [-0.176, 4.091, 0.097], [3.429, -3.206, -3.628], [-0.722, 1.247, 0.093], [-0.407, -3.366, 4.196], [1.782, -0.410, 0.065], [0.592, 1.338, 1.295], [0.773, 4.529, 5.521], [0.259, 2.888, 3.161], [-3.105, -2.429, -3.365], [-4.598, -2.080, -1.762], [4.136, 0.343, -5.049], [1.871, 2.846, -1.744], [-1.295, -1.422, -0.484], [-4.278, -0.340, -1.926], [2.624, -0.672, -5.179], [2.454, 2.154, 3.934], [1.322, 0.948, 4.447], [-3.490, -1.312, -0.649], [0.041, -1.090, 1.862], [-0.440, -4.912, 3.264], [2.894, -2.605, -2.103], [0.651, -0.870, -1.120], [-0.280, 6.037, -1.131], [-1.685, -3.962, 0.743], [0.014, -3.392, 2.549], [-2.080, -5.415, 1.376], [1.861, -2.313, -3.553], [-1.496, 3.554, 4.903], [3.152, -0.208, -2.805], [-1.563, 4.287, -2.168], [-0.187, 3.745, -3.005], [4.206, -1.404, -5.393], [1.905, 2.798, -0.160], [-2.852, 0.143, -3.994], [1.232, -2.121, 0.023], [-1.939, -2.140, 1.971], [1.871, 2.185, 5.626], [5.485, -0.471, -3.385], [-2.058, 0.424, -2.482], [-1.221, -0.549, -3.729], [-0.863, 2.670, -1.811], [-2.706, -4.235, 3.597], [-1.414, 1.830, 4.617], [-0.732, 2.565, 6.089], [2.521, 4.331, -1.015], [-1.145, 1.179, 1.707], [-3.429, -4.231, 1.065]],
  "e_above_lowest_kj_mol": 62.2,
  "e_tot_ev": -31726.6073,
  "gap_ev": [1.862, 9.547],
  "multiplicity": 2,
  "total_charge": -1
}



# 6
{
  "formula": "C4H13N2O2",
  "method": "ωB97M-V with the def2-TZVPD basis set",
  "elements": ["O", "O", "N", "N", "C", "C", "C", "C", "H", "H", "H", "H", "H", "H", "H", "H", "H", "H", "H", "H", "H"],
  "coordinates": [[-1.425, 1.590, 2.384], [2.361, 0.030, 0.633], [0.261, 0.510, -0.892], [-0.715, -0.582, 1.249], [-0.952, -0.261, -1.157], [2.605, 0.266, -0.533], [-0.918, -1.332, -0.001], [1.438, -0.054, -1.535], [-0.976, -0.759, -2.144], [-0.814, 2.322, 2.269], [0.301, -0.569, 1.476], [-1.792, -1.962, -0.045], [-2.314, 1.798, 2.686], [-0.079, -2.007, -0.295], [-1.028, 0.427, 1.164], [1.765, 0.409, -2.458], [-1.898, 0.306, -1.083], [1.576, -1.121, -1.776], [-1.198, -0.983, 2.065], [3.627, 0.497, -0.805], [0.176, 1.475, -1.204]],
  "e_above_lowest_kj_mol": 265.1,
  "e_tot_ev": -11426.7266,
  "gap_ev": 10.397,
  "total_charge": 1
}